Density functional theory data (the ωB97M-V functional and the def2-TZVPD basis) for a molecular structure, C27H28N5O4PdSe2.

For the energy above the lowest of the compared OMol25 structures with the same formula, charge and spin, the calculation gives 13.4 kcal per mole. The calculation puts the LUMO energy at -3.6 eV. As for the total charge: +1.

The geometry in XYZ format:
```
67
C27H28N5O4PdSe2, DFT the ωB97M-V functional and the def2-TZVPD basis
Pd 0.06 -0.43 0.05
C 3.94 3.47 -0.36
O 3.89 2.04 -0.39
C 2.73 1.37 -0.35
O 2.74 0.17 -0.41
N 1.61 2.16 -0.23
N 0.31 1.62 -0.19
H 5.00 3.72 -0.41
H 3.54 3.86 0.58
H 3.43 3.91 -1.22
H 1.67 3.16 -0.22
H -0.20 1.86 -1.04
H -0.20 2.04 0.59
Se -1.64 1.10 2.75
Se -2.77 -0.63 1.65
C -3.33 0.22 0.02
C -4.69 0.13 -0.27
C -5.14 0.62 -1.48
C -4.23 1.21 -2.35
C -2.90 1.27 -1.95
N -2.45 0.77 -0.80
C 0.05 0.19 3.03
C 0.53 0.17 4.32
C 1.74 -0.47 4.58
C 2.41 -1.07 3.53
C 1.86 -1.01 2.26
N 0.71 -0.37 2.02
H -5.37 -0.31 0.44
H -6.19 0.56 -1.74
H -4.53 1.62 -3.30
H -2.17 1.72 -2.61
H -0.04 0.61 5.12
H 2.14 -0.50 5.58
H 3.34 -1.60 3.67
H 2.35 -1.47 1.41
C 6.66 -6.86 -3.15
C 6.18 -5.47 -2.83
C 7.10 -4.43 -2.79
C 6.70 -3.13 -2.48
C 5.37 -2.88 -2.20
C 4.44 -3.91 -2.26
N 3.08 -3.67 -1.95
C 2.34 -2.62 -2.38
C 2.74 -1.81 -3.47
C 1.97 -0.76 -3.91
C 0.76 -0.44 -3.30
C 0.35 -1.23 -2.23
C 1.11 -2.30 -1.75
C 0.64 -3.04 -0.54
O 1.00 -4.17 -0.28
O -0.16 -2.36 0.25
C 4.83 -5.22 -2.58
C 3.80 -6.31 -2.63
H 7.75 -6.89 -3.22
H 6.26 -7.21 -4.11
H 6.36 -7.58 -2.39
H 8.14 -4.63 -2.99
H 7.42 -2.33 -2.44
H 5.04 -1.88 -1.92
H 2.62 -4.27 -1.29
H 3.67 -2.04 -3.97
H 2.31 -0.18 -4.76
H 0.13 0.36 -3.67
H -0.65 -1.09 -1.81
H 2.86 -5.94 -3.03
H 3.59 -6.71 -1.64
H 4.13 -7.14 -3.25
```

Density functional theory data (the ωB97M-V functional and the def2-TZVPD basis) for a molecular structure, C16H13N3O3PdSSe2 at a distorted geometry.

As for the multiplicity: 5. The calculation puts the LUMO energy (spin up / spin down) at -7.0 / -9.6 eV. As for the total charge: +2.

The geometry in XYZ format:
```
39
C16H13N3O3PdSSe2, DFT the ωB97M-V functional and the def2-TZVPD basis
Pd 0.17 0.31 0.16
O -0.09 0.44 -2.09
N 0.63 -0.50 -2.65
C 0.19 -1.06 -3.79
C 0.92 -2.06 -4.41
C 2.12 -2.48 -3.86
C 2.59 -1.87 -2.72
C 1.84 -0.86 -2.12
S 2.38 -0.05 -0.70
H -0.76 -0.70 -4.15
H 0.53 -2.49 -5.32
H 2.69 -3.28 -4.33
H 3.53 -2.15 -2.27
Se -2.10 1.21 2.57
Se -0.03 2.13 2.95
C 0.90 0.48 3.36
C 1.38 0.19 4.63
C 2.12 -0.98 4.78
C 2.33 -1.79 3.68
C 1.79 -1.42 2.45
N 1.09 -0.30 2.30
C -2.35 2.09 0.89
C -3.58 2.63 0.58
C -3.71 3.31 -0.63
C -2.60 3.43 -1.45
C -1.41 2.84 -1.06
N -1.29 2.16 0.08
H 1.18 0.85 5.46
H 2.51 -1.24 5.75
H 2.91 -2.70 3.77
H 1.90 -2.05 1.57
H -4.41 2.55 1.27
H -4.66 3.75 -0.91
H -2.66 3.97 -2.38
H -0.52 2.89 -1.68
O -1.88 -0.81 0.61
C -1.40 -1.84 0.07
O -0.19 -1.92 -0.26
H -2.05 -2.70 -0.14
```

Density functional theory data (the ωB97M-V functional and the def2-TZVPD basis) for a single C8H13NO2 molecule at a distorted geometry.

For the energy above the lowest of the compared OMol25 structures with the same formula, charge and spin, the calculation gives 99.0 kcal per mole. The calculation puts the LUMO energy at 0.6 eV. Its SMILES is Cc1cc(=O)on1C(C)(C)C.

The geometry in XYZ format:
```
24
C8H13NO2, DFT the ωB97M-V functional and the def2-TZVPD basis
C -0.76 1.58 1.78
C -1.06 0.20 1.41
C -1.58 -0.94 1.88
C -1.80 -1.92 0.81
O -2.16 -3.08 0.84
O -1.44 -1.36 -0.41
N -0.91 -0.10 -0.35
C 0.37 0.03 -0.90
C 1.50 -0.75 -0.12
C 0.54 -0.56 -2.31
C 0.77 1.52 -0.92
H -1.13 1.92 2.79
H -1.09 2.30 0.98
H 0.28 1.59 1.93
H -1.77 -1.18 3.03
H 2.27 -0.12 0.30
H 1.21 -1.55 0.65
H 2.09 -1.29 -0.85
H 0.17 -1.57 -2.16
H 1.51 -0.51 -2.60
H 0.01 -0.06 -3.08
H 0.32 2.16 -1.69
H 0.71 2.03 0.09
H 1.93 1.65 -1.09
```

Density functional theory data (the ωB97M-V functional and the def2-TZVPD basis) for 2 unconnected molecules or ions with the total composition C2BrF3S at a distorted geometry.

For the energy above the lowest of the compared OMol25 structures with the same formula, charge and spin, the calculation gives 34.0 kcal per mole. As for the multiplicity: 3. The calculation puts the LUMO energy (spin up / spin down) at -0.5 / -1.8 eV.

The geometry in XYZ format:
```
7
C2BrF3S, DFT the ωB97M-V functional and the def2-TZVPD basis
C -1.14 -1.26 -0.14
C 1.41 1.22 -0.09
F -1.43 -0.38 0.84
F 1.71 0.49 1.01
F 1.46 0.44 -1.19
S -1.83 -2.69 -0.35
Br -0.18 2.17 -0.09
```

Density functional theory data (the ωB97M-V functional and the def2-TZVPD basis) for a molecular structure, C4H11InNO at a distorted geometry.

For the energy above the lowest of the compared OMol25 structures with the same formula, charge and spin, the calculation gives 35.7 kcal per mole. The calculation puts the LUMO energy at -18.7 eV. As for the total charge: +3.

The geometry in XYZ format:
```
18
C4H11InNO, DFT the ωB97M-V functional and the def2-TZVPD basis
In -4.96 8.22 -8.35
C -8.15 11.38 -6.71
C -7.44 9.95 -7.01
C -8.43 9.14 -7.95
O -7.81 7.94 -8.06
C -8.61 6.72 -7.84
N -6.21 10.19 -7.67
H -8.90 11.15 -5.94
H -8.60 11.86 -7.58
H -7.42 12.05 -6.26
H -7.25 9.43 -6.07
H -8.51 9.69 -8.91
H -9.45 9.11 -7.56
H -8.76 6.61 -6.76
H -8.09 5.88 -8.30
H -9.55 6.83 -8.38
H -6.39 10.72 -8.55
H -5.54 10.81 -7.18
```

Density functional theory data (the ωB97M-V functional and the def2-TZVPD basis) for 2 unconnected molecules or ions with the total composition C4H9ClS at a distorted geometry.

For the energy above the lowest of the compared OMol25 structures with the same formula, charge and spin, the calculation gives 43.1 kcal per mole. The calculation puts the LUMO energy at -0.8 eV.

The geometry in XYZ format:
```
15
C4H9ClS, DFT the ωB97M-V functional and the def2-TZVPD basis
C -0.46 -1.42 1.51
C -0.23 -0.82 -0.95
C 0.37 2.35 -0.60
C -0.20 -0.34 0.40
S 0.47 1.18 0.89
Cl -2.67 0.30 0.14
H 0.45 -2.06 1.46
H -1.32 -2.12 1.44
H -0.44 -1.01 2.49
H -1.04 -1.55 -1.23
H 0.70 -1.40 -1.22
H -0.46 0.03 -1.60
H -0.59 2.91 -0.54
H 0.55 1.62 -1.45
H 1.18 3.04 -0.48
```

Density functional theory data (the ωB97M-V functional and the def2-TZVPD basis) for a single CH4N2S3 molecule at a distorted geometry.

For the energy above the lowest of the compared OMol25 structures with the same formula, charge and spin, the calculation gives 31.8 kcal per mole. The calculation puts the LUMO energy at 0.0 eV. Its SMILES is NSC(=S)NS.

The geometry in XYZ format:
```
10
CH4N2S3, DFT the ωB97M-V functional and the def2-TZVPD basis
N -1.63 -0.71 -0.17
S -0.42 -1.99 0.03
C 1.56 -0.98 -0.04
S 2.91 -1.82 0.02
N 1.27 0.29 -0.27
S 2.40 1.59 0.06
H -1.84 -0.50 -1.14
H -2.34 -0.70 0.45
H 0.20 0.46 -0.29
H 3.38 1.10 -0.67
```

Density functional theory data (the ωB97M-V functional and the def2-TZVPD basis) for a single C6H15N molecule at a distorted geometry.

For the energy above the lowest of the compared OMol25 structures with the same formula, charge and spin, the calculation gives 51.0 kcal per mole. The calculation puts the LUMO energy at 1.1 eV. Its SMILES is CCCNCCC.

The geometry in XYZ format:
```
22
C6H15N, DFT the ωB97M-V functional and the def2-TZVPD basis
C -2.90 1.23 0.62
C -2.43 0.09 -0.32
C -0.87 -0.05 -0.61
N -0.11 -0.26 0.69
C 1.18 0.42 0.52
C 2.13 -0.02 -0.55
C 2.77 -1.41 -0.14
H -3.97 1.23 0.82
H -2.43 1.26 1.62
H -2.74 2.22 0.15
H -2.77 -0.81 0.26
H -2.98 0.18 -1.24
H -0.52 -0.74 -1.33
H -0.29 0.75 -0.99
H 0.02 -1.30 0.93
H 0.90 1.45 0.15
H 1.71 0.67 1.49
H 3.00 0.65 -0.71
H 1.54 -0.31 -1.41
H 2.24 -2.25 -0.60
H 2.66 -1.68 1.02
H 3.88 -1.33 -0.36
```